A cluster of 10 separate species, C40H60O30 in total, computed with ωB97M-V with the def2-TZVPD basis set.

Structure (XYZ):
```
130
Properties=species:S:1:pos:R:3:forces:R:3:lowdin_charge:R:1
C 3.855254 4.506769 3.681715 -1.8579 -4.0648 -1.0961 -0.5631
C -1.859746 6.843769 -1.982285 -2.0618 -0.5120 -1.5027 -0.5458
O -2.704746 7.718769 -1.949285 1.8673 -1.6313 0.1452 0.1266
H 5.424254 -0.422231 3.296715 -0.1166 0.3411 0.3752 0.1341
C -1.250746 -3.644231 -3.481285 0.3536 -0.9504 -3.7551 -0.0001
H 6.151254 0.572769 -2.396285 1.0204 -0.2102 -1.2758 0.1376
C 4.534254 -1.008231 3.519715 1.0798 -1.4837 1.6422 -0.0594
C 2.396254 2.751769 3.839715 -2.4722 1.2685 -3.1556 -0.1235
H 0.676254 -3.123231 5.736715 0.1715 0.1947 -2.4602 0.1446
C -1.072746 -0.754231 0.135715 -4.1600 1.9337 -1.1774 -0.0755
H 1.203254 1.265769 -5.127285 0.8916 0.2335 -0.0727 0.0811
H -0.963746 2.687769 -6.578285 -0.6592 2.6169 -3.3711 0.1184
H -5.343746 0.412769 -0.082285 0.1708 -0.9279 -0.7730 0.1169
O -2.551746 -3.371231 1.423715 0.8321 1.7317 -6.7975 0.1230
C -1.895746 -2.364231 -4.270285 4.6776 -1.8444 -1.1045 -0.3593
H 1.434254 4.111769 2.200715 0.5376 -1.9739 -0.3983 0.1552
H -0.855746 -4.495231 -4.432285 -1.9787 2.0562 3.0631 0.1610
H 2.550254 1.712769 3.723715 0.4456 -1.1521 0.2383 0.0927
C -0.788746 4.822769 -2.846285 -3.8319 1.3514 4.9490 -0.0390
H -3.358746 -3.443231 -5.484285 -0.7912 -2.8648 0.3880 0.1101
O 3.399254 3.423769 4.452715 1.7677 1.8821 0.2389 0.0543
O 1.559254 1.088769 6.585715 -3.5087 -4.0667 -1.6433 0.0662
C -3.087746 -2.512231 -5.146285 -0.4562 0.7128 0.3387 -0.0830
C 2.312254 3.395769 2.309715 0.4003 1.0648 3.2585 -0.1910
O -1.992746 5.706769 -2.792285 0.3613 1.2395 -1.2265 0.0140
O 2.139254 -1.233231 1.126715 1.0416 -0.2252 0.8545 0.1048
C 0.043254 5.562769 -1.751285 -0.0692 0.7375 -0.8671 -0.2744
H -1.258746 -1.674231 5.618715 -1.6218 -1.0839 1.2597 0.1046
C -5.469746 -0.736231 1.681715 0.5339 -1.5122 -1.9874 -0.2626
C -0.527746 2.085769 -5.911285 -0.2829 -4.5886 -0.8027 -0.2807
O 3.108254 0.494769 -3.400285 -0.5664 3.7789 -1.6871 0.0623
C 0.417254 4.806769 -0.535285 -1.4899 0.7619 4.0612 -0.0453
H -1.139746 -1.757231 -4.849285 -0.0511 -1.4501 0.3779 0.1413
C 0.316254 -1.318231 4.471715 2.5174 -3.2818 -4.4079 -0.3368
O -0.762746 6.727769 -1.270285 1.5129 -0.5697 -0.5357 0.0835
O -1.184746 2.511769 -4.759285 0.8082 0.3619 2.5734 0.0852
H 6.209254 -3.758231 1.865715 -0.5348 1.2542 -0.5092 0.1076
C 5.109254 0.578769 -2.222285 -0.6850 -2.0416 3.3616 -0.2822
H 5.479254 0.826769 -0.016285 0.8421 1.0530 0.2398 0.0647
H -0.218746 -3.465231 -3.090285 -1.2449 0.4832 0.2289 0.0529
H 1.508254 -3.023231 4.016715 0.7134 -0.4510 0.0892 0.0570
H 2.717254 3.006769 0.379715 0.8730 0.7595 -1.8873 0.0628
C -5.105746 0.065769 2.950715 -0.3851 -1.7737 0.0577 -0.0928
C 2.746254 2.434769 1.250715 -3.4090 1.2811 -0.2705 -0.0213
C 0.834254 0.203769 6.005715 5.8259 4.9641 0.6941 -0.5273
C -4.673746 -0.321231 0.387715 -2.6532 3.8628 4.1210 0.0126
O 1.411254 -0.617231 5.097715 -1.1160 -0.5021 -0.2747 0.0733
H -0.251746 4.719769 -3.725285 0.3892 0.1839 -2.0045 0.0877
H 1.056254 -0.600231 -0.931285 1.4786 -0.0998 -0.1706 0.0553
H -1.354746 3.935769 -2.520285 1.3145 -0.4069 -0.1886 0.1269
C -0.759746 0.365769 -0.885285 2.3644 0.0253 2.9802 -0.2425
H -0.512746 -1.594231 0.019715 3.0361 -1.8937 0.7594 0.0872
H -3.009746 -2.077231 -6.109285 0.3338 1.6343 -0.7102 0.1229
C -1.225746 0.669769 -6.161285 2.5332 2.9200 6.6059 -0.0006
C -0.789746 1.176769 1.338715 0.1801 0.2504 -2.6334 -0.5653
O 3.638254 -2.544231 2.112715 0.9496 -2.5329 -1.6127 0.0740
O -3.175746 2.110769 -3.617285 4.9124 -1.3242 -3.4148 0.1002
C 5.006254 0.194769 -0.722285 -1.4138 -2.6798 0.7144 -0.0165
H -2.049746 -1.243231 0.068715 -0.3467 0.6443 -0.6519 0.1085
O -2.596746 -4.777231 3.020715 -0.3734 0.8060 0.5996 0.0728
C 3.440254 1.814769 -3.024285 -0.2260 0.2926 1.0897 -0.4701
H -2.986746 -7.355231 0.939715 1.3458 -1.8708 -1.2282 0.0556
H 6.877254 -2.705231 2.921715 1.7098 0.7285 1.5938 0.0529
O -6.158746 1.007769 3.121715 -0.4190 -0.0531 0.0544 0.0822
O 4.673254 5.224769 4.046715 2.3677 2.7731 1.3453 0.2030
H 4.489254 -3.397231 3.649715 1.4721 2.3140 -0.7135 0.1938
C -3.180746 -6.648231 1.662715 1.9624 -0.5698 5.8276 -0.0054
O -6.794746 -0.271231 1.382715 -0.8925 1.3028 1.8141 0.0217
H -1.522746 0.342769 -6.988285 -3.2172 -0.9125 -7.7124 0.0460
H -0.523746 4.610769 0.193715 1.5440 0.1796 -2.2299 0.1487
H -4.216746 0.670769 2.963715 0.6509 -0.3357 -0.2568 0.1273
C -2.846746 -3.477231 2.611715 -0.2321 -0.7788 6.7114 -0.6015
C 6.119254 -2.693231 2.218715 -2.1564 -0.3806 -1.1630 -0.0171
H 1.291254 3.113769 -5.737285 0.0122 -2.7245 0.3070 0.1542
H 0.780254 3.843769 -0.824285 0.7450 -0.5622 0.2561 0.0459
O 2.731254 2.761769 -3.118285 -0.0819 -0.6352 -0.6093 0.1612
H -1.243746 -6.023231 2.198715 1.0281 -0.1412 0.0749 0.1420
H 0.867254 5.915769 -2.416285 0.0042 0.4382 1.4508 0.1586
C -3.555746 -1.267231 -3.354285 -2.5024 3.5717 2.0975 -0.5862
H 4.221254 -0.999231 4.593715 0.6704 0.1080 -0.8252 0.1536
C -7.090746 0.834769 2.195715 -4.5438 1.0615 -1.6890 -0.4669
C 3.041254 -1.421231 1.931715 -2.9592 0.9318 -1.7962 -0.6461
H 1.012254 5.404769 0.284715 -0.2802 -1.1447 -2.2164 0.1202
C 0.611254 -2.865231 4.579715 0.7023 2.5408 3.6346 0.0156
O -0.775746 1.494769 -0.001285 0.2080 2.2514 0.7340 0.0536
H -5.510746 -1.939231 1.856715 0.1017 3.0341 -0.2646 0.1838
H 4.782254 -0.818231 -3.609285 3.1278 -1.9959 -5.9744 0.0757
H 3.588254 1.916769 1.439715 3.5108 -0.8501 0.8580 0.0418
C -0.914746 -0.863231 5.069715 -2.4746 1.9984 -2.3638 -0.1024
O -4.097746 -1.898231 -4.363285 -1.4201 -0.9871 -1.3325 0.1293
O -2.445746 0.810769 -5.317285 1.9045 -2.2745 -0.9238 0.0910
O 3.376254 4.427769 2.425715 -0.4455 -0.4416 0.2744 0.0513
H 1.366254 1.817769 -6.793285 2.3111 -1.8096 -6.0890 0.0089
H -1.772746 -0.481231 4.189715 2.5796 -0.8128 3.0486 0.2113
H -1.392746 0.527769 -1.674285 -2.2444 0.3260 -1.4127 0.1058
C 4.794254 -2.470231 2.958715 -1.6290 -1.5401 1.6691 -0.2570
H 0.245254 -1.224231 3.312715 0.7985 0.8427 1.8261 0.1623
O 4.637254 1.870769 -2.350285 -1.8121 0.4285 -1.6722 0.1010
O -0.538746 1.853769 2.280715 -0.0996 0.4307 -0.1464 0.1760
H -2.553746 -4.830231 -0.120285 -0.3273 0.3274 0.0186 0.1370
C 4.147254 -0.299231 -3.097285 0.2244 0.8411 5.6665 -0.1479
C 0.987254 1.964769 -5.930285 -3.4670 5.1896 7.0611 0.0256
H -0.464746 -0.144231 -6.109285 -0.3905 -0.0213 2.2854 0.1328
H -2.045746 -3.941231 -2.702285 1.5395 -0.1802 -1.3509 0.0879
C -2.150746 -5.547231 1.918715 -2.4924 -1.4106 -0.4114 -0.3247
C -2.261746 1.792769 -4.457285 -5.1915 2.3531 3.3289 -0.5059
H -5.104746 -0.764231 3.677715 0.0779 1.1819 0.7268 0.1248
O 3.447254 -0.530231 2.788715 0.1257 1.7436 0.0595 0.0669
O -0.441746 0.138769 5.950715 -2.7967 0.9273 1.2872 0.1236
O -4.137746 -0.488231 -2.618285 1.1141 -2.0343 -1.1036 0.1499
H -3.327746 -7.077231 2.798715 0.4413 0.2182 -2.9965 0.1601
C 0.662254 0.258769 -1.430285 -0.0729 3.1619 0.4571 0.0099
H 5.330254 -0.880231 -0.405285 -0.1448 1.6190 -1.2481 0.1067
H 6.236254 -1.857231 1.473715 0.2268 -1.2227 0.4609 0.0935
H -0.983746 -4.478231 0.659715 0.4824 0.9037 -0.7950 0.1325
H -0.163746 -3.390231 4.146715 -1.7991 -1.2449 -0.8679 0.0327
H 1.458254 2.946769 4.338715 -0.3361 -0.1910 0.2091 0.1228
H -3.926746 0.358769 0.718715 1.1505 0.6026 0.5649 0.0634
O -1.175746 -0.065231 1.362715 0.4940 -3.1127 2.1904 0.0695
O -8.144746 1.523769 2.052715 4.7110 -2.9216 0.6887 0.0780
H 0.564254 0.233769 -2.473285 0.1823 -1.0766 -1.7081 0.0421
H 2.112254 1.611769 1.007715 -1.4389 -0.4251 0.3980 0.0651
C -2.045746 -4.555231 0.794715 0.9095 -0.1491 1.0542 -0.0345
O -2.265746 -1.491231 -3.323285 0.4795 1.6930 2.9726 0.0679
H -4.118746 -6.381231 1.437715 -3.5008 2.0982 -0.8308 0.0353
H 3.725254 -1.146231 -2.622285 -0.5650 -0.6769 1.8549 0.1289
O -3.154746 -2.596231 3.391715 -0.0311 -1.1103 -1.2210 0.1317
H 3.947254 0.165769 -0.391285 0.2262 0.2518 -0.4455 0.0729
H 1.210254 1.345769 -1.392285 -1.0085 -2.8327 0.7984 0.1418
H -4.175746 -0.949231 -0.179285 1.4567 -3.5258 -2.9424 -0.0081
```
Forces are in eV/Å.

LUMO energy: -0.59 eV
total energy: -3817.0089 Eh
HOMO: -0.3687 hartree
energy relative to the best compared isomer or geometry (same formula, charge and spin): 360.9 kcal/mol
max |F|: 0.1833 Eh/bohr
total charge: 0
SMILES: C[C@H]1COC(=O)O1.C[C@H]1COC(=O)O1.C[C@H]1COC(=O)O1.C[C@H]1COC(=O)O1.C[C@H]1COC(=O)O1.C[C@H]1COC(=O)O1.C[C@H]1COC(=O)O1.C[C@H]1COC(=O)O1.C[C@H]1COC(=O)O1.C[C@H]1COC(=O)O1